Record 1
73
Properties=species:S:1:pos:R:3:forces:R:3:mulliken_charge:R:1 method="wB97M-V/def2-TZVPD" charge=+1 homo_energy_ha=-0.3973
S 0.690 -3.205 0.781 -0.2291 -0.0108 0.0668 1.002
H 0.189 4.072 3.705 0.0004 -0.0158 -0.0029 0.499
H -3.801 -0.108 1.233 0.0184 0.0102 0.0354 0.243
H 2.206 1.023 -5.740 0.0014 0.0039 -0.0057 0.338
H -1.402 -3.195 -2.241 0.0112 -0.0129 0.0264 0.309
F 2.077 -3.449 -1.409 -0.0769 0.0098 -0.0087 -0.186
S 1.838 2.015 -0.263 -0.1318 -0.1867 -0.0220 -0.397
C -1.871 1.191 6.953 0.0171 0.0199 0.0054 -0.614
N -3.087 -0.708 0.834 0.0022 -0.0700 -0.0236 -0.676
H -1.095 -2.907 -5.448 -0.0042 0.0064 0.0007 0.312
C 1.991 5.083 3.053 -0.0015 0.0168 0.0120 -0.771
C 2.916 4.125 1.059 -0.0100 -0.0230 -0.0535 -0.824
F 3.224 -4.162 4.133 0.0182 -0.0104 -0.0363 -0.188
C -2.632 0.036 -5.148 -0.0024 -0.0166 -0.0275 -0.918
O -0.055 2.348 2.026 -0.1973 0.2967 -0.0133 -0.620
H 2.003 5.808 3.853 0.0008 -0.0021 -0.0006 0.439
C 1.602 0.123 -5.606 -0.0159 0.0015 -0.0068 -1.167
H -3.870 1.864 7.325 -0.0023 -0.0011 -0.0038 0.392
H 2.801 -1.111 -3.477 0.0008 0.0013 -0.0075 0.296
H -3.362 0.442 -4.439 0.0081 0.0078 0.0049 0.298
N 1.173 0.016 -4.219 0.0017 0.0033 0.0441 0.482
C 1.000 4.156 2.997 -0.0507 -0.0110 0.0019 -0.260
N -1.280 0.513 -4.882 -0.0467 0.0725 0.0296 0.238
H 2.973 0.652 -3.345 -0.0072 0.0059 -0.0004 0.303
C -2.487 1.514 4.259 0.0382 -0.0545 -0.0312 -0.180
H -0.105 2.259 -4.856 -0.0035 -0.0032 0.0051 0.330
H 0.085 0.603 6.288 -0.0165 -0.0135 0.0116 0.408
H 2.213 -0.738 -5.891 0.0010 -0.0027 0.0063 0.383
F 1.291 -4.193 5.112 -0.0203 -0.0259 -0.0031 -0.197
F 3.266 -3.251 0.390 0.0412 0.0178 -0.0043 -0.209
Pb -0.468 0.444 -0.001 -0.0543 0.1237 0.0006 1.259
F 2.265 -5.120 -0.046 -0.0283 -0.0642 0.0446 -0.206
C 2.975 5.060 2.054 0.0260 0.0156 0.0053 -0.198
O -0.568 0.371 -2.335 -0.0376 -0.0827 0.0098 -0.440
H 3.662 4.084 0.280 -0.0008 0.0053 0.0003 0.436
C -0.906 0.925 5.991 -0.0139 0.0085 0.0257 -0.509
C 2.177 -3.804 -0.125 0.0953 0.0604 -0.0792 0.565
H -1.636 1.059 8.000 0.0004 0.0036 -0.0002 0.388
S 1.552 -2.369 3.256 -0.1012 0.1056 -0.1991 1.247
O 2.587 -1.507 2.778 0.2520 -0.0623 -0.0028 -0.644
O 0.429 -1.660 3.885 -0.1510 -0.2328 0.5196 -0.799
H -2.670 -1.050 -5.110 0.0050 -0.0025 -0.0021 0.228
N 1.037 -3.480 2.281 0.0478 -0.0604 0.0164 -0.616
O -0.408 -3.999 0.342 0.0189 -0.0334 -0.1157 -0.711
C 2.236 -3.420 4.604 -0.0385 -0.0833 0.0098 0.404
H 3.782 5.779 2.069 -0.0011 -0.0019 -0.0034 0.397
C -1.224 1.074 4.646 -0.0690 -0.0049 -0.0184 0.289
H -2.814 -1.363 1.561 -0.0341 0.0031 -0.0008 0.237
C -1.781 -2.350 -2.819 0.0513 -0.0208 0.0635 -1.206
N 0.970 3.237 2.000 -0.0577 0.0236 0.0602 0.402
H -2.924 0.349 -6.151 -0.0012 -0.0034 -0.0012 0.346
H 0.022 -3.658 -4.295 0.0042 -0.0027 -0.0002 0.283
H 0.741 0.175 -6.268 0.0101 0.0082 0.0011 0.353
H -2.725 1.626 3.208 -0.0190 0.0072 0.0090 0.419
H -2.125 -1.583 -2.127 -0.0215 -0.0216 0.0032 0.249
H -1.393 2.236 -6.068 0.0058 -0.0099 -0.0038 0.353
C -3.125 1.643 6.571 -0.0138 0.0043 -0.0117 -0.442
C -3.431 1.817 5.227 -0.0069 0.0082 0.0318 -0.599
H -3.550 -1.256 0.115 0.0216 -0.0243 0.0200 0.237
H 1.892 -0.216 -2.254 -0.0007 -0.0212 0.0197 -0.088
P -0.369 -0.209 -3.717 0.1965 -0.0860 -0.0244 -0.294
H -2.633 -2.695 -3.413 -0.0155 0.0271 -0.0089 0.342
C 1.881 3.164 1.002 0.1957 0.1210 0.0767 0.584
C 2.268 -0.178 -3.273 0.0034 -0.0256 -0.0270 -0.730
H -1.786 2.509 -4.359 -0.0075 -0.0128 -0.0007 0.306
O 0.649 -1.781 0.456 0.0339 0.2422 -0.1004 -0.155
Te 0.236 0.606 3.229 0.3561 -0.0364 -0.3452 0.884
H -4.409 2.174 4.935 0.0012 -0.0038 -0.0014 0.388
N -0.729 -1.811 -3.669 -0.0196 0.0453 -0.0264 0.949
H 0.552 -2.282 -5.265 0.0102 -0.0043 -0.0016 0.220
C -0.293 -2.708 -4.730 -0.0125 -0.0234 0.0321 -0.966
F 2.698 -2.608 5.545 0.0199 0.0716 0.0445 -0.195
C -1.134 1.959 -5.045 0.0060 0.0267 -0.0185 -1.030



Record 2
63
Properties=species:S:1:pos:R:3:forces:R:3:mulliken_charge:R:1 method="wB97M-V/def2-TZVPD" charge=+1 homo_energy_ha="-0.4108 / -0.4100" spin_multiplicity=2
H 1.869 -3.291 -2.311 -0.0004 0.0017 -0.0016 0.414
C 1.584 -3.088 -1.275 -0.0098 -0.0004 -0.0020 -1.005
N -0.076 1.446 -2.520 0.0192 -0.0171 0.0309 0.559
H 0.491 -3.786 4.624 -0.0026 -0.0025 -0.0025 0.354
H -0.783 0.004 2.445 0.0013 -0.0066 0.0037 0.511
O -1.693 5.442 -2.593 0.0142 -0.0080 0.0099 -0.618
C 0.099 0.867 -4.823 -0.0023 0.0082 -0.0011 -0.952
O -0.719 3.858 -1.362 -0.0146 -0.0300 0.0096 -0.541
H 2.196 -1.030 -1.537 -0.0022 -0.0183 0.0090 0.289
C -1.724 4.376 -2.038 -0.0071 0.0537 0.0109 0.579
H -0.150 -2.206 4.987 0.0006 0.0027 -0.0039 0.285
C -0.789 -3.811 -1.872 0.0088 -0.0036 0.0120 -1.204
C -1.102 -3.205 3.321 0.0037 0.0011 -0.0002 -0.924
H -1.601 -4.485 -1.603 0.0016 0.0009 0.0033 0.405
S -1.187 2.733 1.543 0.0040 0.0385 0.0047 -0.327
H -0.404 0.586 -5.737 0.0011 -0.0019 -0.0001 0.469
H -3.001 3.123 -3.171 -0.0099 -0.0045 0.0042 0.230
H -1.103 2.854 4.439 -0.0004 -0.0033 0.0000 0.289
H 0.692 -4.986 -0.848 0.0059 -0.0002 -0.0035 0.438
H 3.139 1.512 -3.493 -0.0002 -0.0011 -0.0002 0.550
H -0.831 -3.844 2.476 0.0019 0.0004 -0.0014 0.151
N 0.046 -0.467 2.114 -0.0258 -0.0062 -0.0058 0.264
H -3.481 1.575 -1.599 -0.0092 0.0048 -0.0030 0.264
N -2.990 2.369 -1.202 0.0355 0.0170 0.0129 -0.389
C 2.069 1.382 -3.572 0.0068 0.0016 0.0115 -0.965
H -1.599 -2.321 2.921 -0.0015 -0.0002 0.0008 0.210
Ru -0.944 2.030 -0.636 -0.0012 0.0105 0.0457 0.179
H 2.079 0.873 -5.656 -0.0004 -0.0016 0.0000 0.451
H 1.471 -2.827 2.477 -0.0075 -0.0071 0.0053 0.119
N 1.470 2.340 1.065 0.0055 0.0380 0.0090 -1.753
C 1.269 1.579 -2.457 -0.0060 0.0066 -0.0294 0.940
C 1.126 -0.762 3.054 -0.0084 0.0109 0.0296 -1.335
C 1.290 -2.244 3.386 0.0204 0.0097 0.0085 -0.254
C 1.828 1.908 -1.149 0.0195 0.0039 -0.0007 -0.711
N 0.996 2.049 -0.184 -0.0517 -0.0032 -0.0129 1.427
H 0.045 -3.682 0.114 -0.0047 -0.0022 -0.0002 -0.289
S -1.353 -0.255 -0.103 -0.0048 -0.0686 -0.0633 -0.527
H 2.893 2.027 -0.987 0.0007 0.0008 -0.0012 0.428
H -1.836 -3.748 3.917 0.0009 0.0001 0.0009 0.413
H -3.858 4.147 -2.033 0.0049 0.0046 0.0061 0.421
C -2.983 3.511 -2.152 -0.0043 -0.0201 -0.0364 -0.452
H -0.473 -4.061 -2.888 -0.0024 0.0014 0.0015 0.335
H 2.449 -3.363 -0.663 -0.0003 0.0003 0.0031 0.395
H -1.199 -2.800 -1.882 0.0001 0.0174 -0.0057 0.197
C 1.344 -1.589 -1.143 0.0140 -0.0285 -0.0003 -0.662
C 0.524 2.680 1.896 0.0212 -0.0263 -0.0613 0.556
N 1.160 -1.204 0.256 -0.0383 0.0249 0.0008 0.188
H 0.901 -0.203 3.961 -0.0016 0.0014 -0.0078 0.587
H 1.934 -1.410 0.871 -0.0035 -0.0172 0.0031 0.312
H -1.714 0.982 -3.669 0.0034 -0.0020 -0.0032 0.536
H 2.203 -2.321 3.982 -0.0013 -0.0034 0.0008 0.418
H -3.507 2.621 -0.367 -0.0190 -0.0033 -0.0070 0.270
C 0.376 -3.942 -0.896 -0.0021 0.0042 0.0042 0.282
H 2.055 -0.331 2.665 0.0006 -0.0002 -0.0224 0.406
C 0.074 -0.683 0.809 0.0786 0.0170 -0.0137 0.053
C -0.637 1.091 -3.673 -0.0111 -0.0028 0.0148 -0.309
C -0.349 3.631 4.355 -0.0128 -0.0068 0.0187 -0.868
H -0.765 4.513 3.876 0.0095 -0.0013 -0.0062 0.318
C 1.475 1.026 -4.772 -0.0041 -0.0003 -0.0101 -0.435
C 0.127 -2.867 4.160 -0.0008 -0.0076 0.0017 -0.572
S 1.118 3.054 3.485 -0.0036 0.0111 0.0310 0.031
H 0.005 3.897 5.350 0.0008 0.0040 -0.0012 0.381
H 0.456 -1.276 -1.688 -0.0085 0.0091 0.0001 0.189



Record 3
11
Properties=species:S:1:pos:R:3:forces:R:3:mulliken_charge:R:1 method="wB97M-V/def2-TZVPD" charge=0 homo_energy_ha=-0.3295
C 0.551 -0.059 -0.783 -0.7860 0.7721 -0.0422 -0.357
N 0.416 1.241 -0.186 0.1175 0.9717 0.3777 -0.508
H -1.683 -1.064 -1.060 0.2909 -0.6354 0.1272 0.348
H 1.608 0.144 1.318 -0.1295 -0.3534 -0.1828 0.441
C 0.707 0.127 0.711 -0.1388 0.2541 0.6266 -0.116
O -0.890 -1.529 1.666 0.2950 0.4426 -0.1227 -0.563
C -1.073 -0.356 -0.516 0.4589 -0.4990 -0.3672 -0.499
H 1.506 -0.395 -1.288 -1.9383 0.1996 -0.1724 0.368
H -1.665 0.594 -0.411 1.0636 -0.6779 -0.8126 0.221
H 1.080 1.978 -0.329 1.0451 -0.2819 0.2400 0.223
C -0.558 -0.682 0.878 -0.2783 -0.1925 0.3285 0.440



The evaluated E_tot for the records listed, in turn: -4117.7924 -2511.5653 -285.2877 a.u..
The evaluated strongest force on any atom for the records listed, in turn: 0.0115 0.0018 0.0380 Eh/bohr.